No. 1
14
Properties=species:S:1:pos:R:3:mulliken_charge:R:1 method="wB97M-V/def2-TZVPD" energy_ev=-7257.365 homo_lumo_gap_ev=10.046 smiles="[H]/N=C(/N)C(=C)C" largest_force_ev_per_a=2.18 e_above_lowest_ev=0.511
C -1.733 -0.825 0.227 -1.361
C -0.708 0.248 -0.039 0.798
C -0.932 1.534 -0.235 -1.021
C 0.704 -0.235 -0.029 0.571
H -1.553 -1.358 1.178 0.322
H -1.652 -1.610 -0.538 0.321
H -2.737 -0.442 0.240 0.366
H -0.127 2.255 -0.361 0.367
H -1.980 1.880 -0.261 0.245
H 1.461 1.589 0.739 0.206
H 2.616 0.374 0.366 0.270
H 0.308 -2.016 -0.370 0.225
N 1.696 0.735 0.172 -0.507
N 1.116 -1.451 -0.247 -0.802

No. 2
56
Properties=species:S:1:pos:R:3:mulliken_charge:R:1 method="wB97M-V/def2-TZVPD" energy_ev=-54459.946 homo_lumo_gap_ev="5.380 / 2.905" largest_force_ev_per_a=3.52 e_above_lowest_ev=1.742
P 2.297 -0.704 2.852 0.043
P -1.670 -0.259 -0.348 0.786
C 1.112 -0.354 1.455 2.315
C -0.365 -0.561 1.332 -1.121
H 1.703 -0.907 0.731 -0.855
H 1.251 0.683 1.120 -1.685
H -0.693 -1.560 1.624 0.540
H -0.834 0.186 1.984 0.543
C -2.017 -0.917 -2.120 -1.540
H -2.277 -1.981 -2.089 0.435
H -1.281 -0.831 -2.922 0.434
H -2.876 -0.318 -2.443 0.485
C -2.975 -1.449 0.230 -1.345
H -3.998 -1.249 -0.107 0.393
H -2.946 -1.566 1.310 0.414
H -2.596 -2.375 -0.220 0.376
C 3.576 0.405 1.985 -0.913
H 4.545 0.056 2.397 0.413
H 3.386 1.469 2.256 0.252
H 3.628 0.329 0.873 0.241
C 1.661 0.490 4.098 -0.959
H 0.571 0.419 4.224 0.273
H 1.978 1.523 3.877 0.304
H 2.171 0.103 4.998 0.371
Hg 1.079 -0.203 -1.744 0.516
C -1.867 1.975 -0.810 0.767
C -0.987 1.837 -1.918 -1.208
C 0.104 2.728 -2.386 -0.666
C 0.880 3.454 -1.253 -0.997
C 1.181 2.498 -0.162 -0.610
C 0.508 2.540 0.989 -0.392
C -0.792 3.225 1.281 -1.120
C -1.835 3.185 0.143 -1.277
C 1.660 -2.648 -0.453 -1.029
H -2.956 1.846 -1.068 0.722
H -1.432 1.275 -2.752 0.435
H -0.260 3.435 -3.146 0.397
H 0.816 2.064 -2.910 0.151
H 1.801 3.867 -1.684 0.443
H 0.259 4.290 -0.917 0.349
H 2.028 1.831 -0.370 1.071
H 0.961 2.214 1.926 0.427
H -0.631 4.277 1.590 0.353
H -1.262 2.755 2.158 0.317
H -2.823 3.309 0.628 0.452
H -1.756 4.094 -0.470 0.406
H 0.784 -3.290 -0.593 0.319
H 1.906 -2.640 0.614 0.365
H 2.521 -3.030 -0.995 0.368
F -1.282 -3.828 -3.008 -0.331
C -0.773 -4.202 -1.795 -0.288
F -1.764 -4.213 -0.855 -0.350
C -0.028 -5.523 -1.792 0.997
F -0.781 -6.524 -2.303 -0.289
F 1.101 -5.434 -2.547 -0.255
F 0.292 -5.798 -0.495 -0.244

No. 3
8
Properties=species:S:1:pos:R:3:mulliken_charge:R:1 method="wB97M-V/def2-TZVPD" energy_ev=-20104.652 total_charge=-1 homo_lumo_gap_ev=7.971 largest_force_ev_per_a=2.90 e_above_lowest_ev=1.518
C 2.410 0.346 0.727 0.062
C -1.580 -0.064 0.105 0.433
C -0.145 -0.003 -0.140 0.016
O -2.187 0.084 1.140 -0.659
O 2.493 -0.697 0.244 -0.255
O -1.847 -0.284 -1.121 -0.590
S 0.609 1.502 -0.337 -0.340
H 0.247 -0.883 -0.618 0.332

No. 4
44
Properties=species:S:1:pos:R:3:mulliken_charge:R:1 method="wB97M-V/def2-TZVPD" energy_ev=-29251.960 homo_lumo_gap_ev=5.214 largest_force_ev_per_a=1.34 e_above_lowest_ev=3.289
C -0.023 2.146 2.053 -1.277
C 0.023 0.745 2.491 0.908
C -1.195 -0.028 2.537 0.340
O -2.306 0.499 2.409 -0.740
C -1.055 -1.542 2.717 -0.461
C 0.160 -1.991 1.958 -0.571
O 1.355 -1.296 2.446 -0.392
C 1.318 0.064 2.505 0.344
O 2.387 0.666 2.584 -0.645
H 0.995 2.560 2.064 0.319
H -0.434 2.267 1.034 0.380
H -0.666 2.731 2.724 0.229
H -0.997 -1.795 3.793 0.174
H -1.936 -2.028 2.288 0.341
H 0.391 -3.053 2.090 0.336
H 0.026 -1.787 0.881 0.300
C 0.968 -2.903 9.210 -0.808
O -0.245 -2.203 8.802 -0.436
C -0.105 -1.094 8.035 0.962
C -1.284 -0.597 7.414 -0.781
C -1.174 0.347 6.426 -0.520
C 0.085 0.949 6.118 0.676
C 0.154 1.887 5.066 -0.799
C 1.273 2.753 4.812 0.892
C 1.007 4.114 4.494 -0.399
C 2.022 4.969 4.093 -0.660
C 3.342 4.495 3.983 -0.391
C 3.631 3.158 4.300 -0.871
C 2.615 2.300 4.718 -0.274
C 1.223 0.554 6.874 -0.609
C 1.150 -0.495 7.770 -0.802
H 0.588 -3.768 9.759 0.246
H 1.548 -3.225 8.331 0.366
H 1.595 -2.278 9.865 0.318
H -2.235 -1.021 7.716 0.427
H -2.056 0.666 5.872 0.397
H -0.809 2.127 4.607 0.702
H -0.027 4.463 4.566 0.390
H 1.786 6.004 3.844 0.390
H 4.125 5.140 3.591 0.394
H 4.644 2.766 4.193 0.370
H 2.852 1.252 4.909 0.205
H 2.177 1.054 6.742 0.709
H 2.058 -0.864 8.260 0.323

No. 5
89
Properties=species:S:1:pos:R:3:mulliken_charge:R:1 method="wB97M-V/def2-TZVPD" energy_ev=-69912.941 total_charge=+1 homo_lumo_gap_ev=7.703 largest_force_ev_per_a=0.94 e_above_lowest_ev=0.482
Pb -0.258 -0.470 0.323 1.486
C 1.141 0.733 2.121 -0.225
C 0.177 1.699 1.688 -0.480
C -1.116 1.202 2.110 0.197
C -0.876 -0.045 2.768 -0.508
C 0.508 -0.331 2.807 -0.424
C 1.188 -1.395 3.643 2.096
C 1.807 -0.701 4.866 -1.659
C 2.296 -2.093 2.844 -1.049
C 0.178 -2.444 4.114 -2.040
C -2.514 1.814 2.241 2.106
C -3.575 0.697 2.307 -1.840
C -2.548 2.591 3.569 -1.657
C -2.944 2.735 1.096 -1.919
C 0.632 3.012 1.045 2.336
C 0.051 3.202 -0.367 -1.675
C 2.160 3.019 0.865 -2.231
C 0.287 4.215 1.934 -1.715
H 2.208 0.883 2.105 0.579
H -1.621 -0.612 3.297 0.404
H 2.556 0.032 4.560 0.314
H 2.285 -1.433 5.520 0.447
H 1.035 -0.181 5.434 0.380
H 3.027 -1.356 2.497 -0.122
H 1.862 -2.623 1.992 0.309
H 2.814 -2.818 3.474 0.311
H -0.550 -2.003 4.794 0.433
H 0.693 -3.243 4.648 0.445
H -0.354 -2.882 3.267 0.335
H -3.536 0.147 3.246 0.337
H -3.455 -0.006 1.480 0.293
H -4.568 1.141 2.240 0.465
H -2.319 1.926 4.403 0.300
H -3.540 3.019 3.728 0.467
H -1.818 3.399 3.575 0.253
H -2.893 2.210 0.139 0.211
H -2.353 3.645 1.045 0.260
H -3.980 3.037 1.257 0.599
H 0.386 2.392 -1.016 0.230
H 0.398 4.152 -0.781 0.568
H -1.033 3.209 -0.373 0.078
H 2.490 2.170 0.262 0.302
H 2.682 3.010 1.823 0.372
H 2.450 3.931 0.342 0.499
H -0.783 4.395 1.990 0.226
H 0.753 5.113 1.524 0.509
H 0.667 4.067 2.946 0.318
C -2.442 -3.232 -2.592 -1.074
S -2.414 -1.446 -2.267 0.871
O -2.536 -1.323 -0.774 -0.729
C -4.045 -1.125 -2.947 0.198
C -4.098 -0.527 -4.197 -0.330
C -5.332 -0.305 -4.791 -0.557
C -6.491 -0.678 -4.126 -0.447
C -6.425 -1.262 -2.867 -0.682
C -5.196 -1.488 -2.269 -0.443
H -3.332 -3.663 -2.140 0.468
H -1.545 -3.663 -2.150 0.275
H -2.444 -3.374 -3.672 0.392
H -3.175 -0.249 -4.694 0.403
H -5.388 0.153 -5.769 0.402
H -7.453 -0.513 -4.593 0.394
H -7.334 -1.551 -2.356 0.395
H -5.124 -1.935 -1.285 0.379
C 5.783 -1.523 0.778 -1.460
C 4.911 -1.601 -0.428 1.163
C 5.302 -1.263 -1.691 -0.968
C 4.380 -1.444 -2.741 0.918
N 3.162 -1.918 -2.533 -0.322
C 2.763 -2.222 -1.294 0.195
S 1.240 -2.851 -0.932 -0.418
N 3.648 -2.051 -0.257 0.090
C 4.741 -1.091 -4.144 -1.373
H 6.748 -1.091 0.530 0.382
H 5.946 -2.521 1.189 0.340
H 5.316 -0.918 1.557 0.279
H 6.298 -0.892 -1.878 0.394
H 3.327 -2.304 0.670 -0.093
H 5.818 -1.071 -4.289 0.437
H 4.342 -0.098 -4.369 0.248
H 4.284 -1.796 -4.835 0.356
N 0.510 -1.054 -4.017 -0.266
C 0.739 0.134 -3.404 0.131
N 1.159 1.147 -4.218 -0.417
O 0.578 0.345 -2.193 -0.177
H 0.870 -1.181 -4.947 0.212
H 0.582 -1.860 -3.407 0.096
H 1.089 1.072 -5.218 0.185
H 1.142 2.073 -3.828 0.230

No. 6
63
Properties=species:S:1:pos:R:3:mulliken_charge:R:1 method="wB97M-V/def2-TZVPD" energy_ev=-36095.952 homo_lumo_gap_ev=8.489 largest_force_ev_per_a=16.68 e_above_lowest_ev=24.040
C 6.515 1.698 0.657 -0.142
C 6.444 0.561 -0.214 -1.247
C 5.317 -0.121 -0.088 0.275
C 4.237 0.090 0.845 -0.083
C 4.399 1.072 1.509 1.148
C 5.450 1.944 1.566 -1.321
H 5.552 2.776 2.304 0.346
H 3.615 1.532 2.284 0.023
C 2.858 -0.662 0.880 -1.583
N 1.834 -0.207 0.191 1.540
C 1.936 0.008 -1.218 -1.959
H 2.935 0.100 -1.622 0.287
H 1.400 0.400 -1.803 1.048
C 1.595 -1.456 -1.777 -0.851
H 2.139 -2.364 -1.466 0.524
O 0.119 -1.759 -1.473 -0.138
C -0.228 -3.201 -1.794 -0.373
H -1.383 -3.020 -1.895 0.258
C 0.138 -3.928 -0.774 -0.389
O -0.937 -4.001 0.451 -0.421
C -1.008 -2.895 1.053 -0.103
C -2.273 -1.899 0.946 -0.056
O -2.401 -1.032 1.950 -0.329
C -3.257 0.029 1.786 -0.447
C -4.679 -0.187 1.140 -0.412
O -5.403 0.812 1.229 -0.287
C -5.480 1.226 -0.025 -0.990
C -4.389 2.663 -0.255 -1.276
O -3.348 1.919 -0.708 -0.269
C -2.317 2.895 -1.184 -0.463
C -1.110 2.352 -1.912 -0.774
O -0.031 2.187 -1.147 -0.399
C -0.092 1.404 0.131 0.879
C 1.244 0.968 0.672 -1.493
H 1.147 0.942 1.783 0.473
H 1.950 2.161 0.494 0.091
H -0.542 0.414 -0.357 -0.312
H -0.763 1.860 1.131 0.213
H -1.434 1.266 -2.134 0.133
H -0.907 2.916 -2.653 0.703
H -1.957 3.497 -0.257 0.292
H -2.974 3.647 -1.769 0.407
H -4.281 2.918 0.775 0.357
H -4.885 3.139 -0.856 1.063
H -5.485 0.731 -0.897 0.532
H -6.320 1.814 -0.114 0.571
H -4.987 -0.994 2.299 0.177
H -4.649 -1.150 0.538 0.390
H -2.784 0.600 0.629 0.123
H -3.241 0.690 2.541 0.701
H -1.914 -1.354 -0.157 -0.049
H -2.999 -2.596 0.542 0.257
H 0.154 -2.252 0.982 0.010
H -1.035 -3.316 2.273 0.143
H 0.127 -5.119 -0.998 0.235
H 1.080 -3.744 -0.096 0.253
H 0.157 -3.479 -2.847 0.322
H 1.708 -1.563 -2.841 0.527
H 2.614 -0.643 2.039 0.553
H 3.247 -1.719 0.920 0.338
H 5.102 -1.173 -0.752 0.004
H 7.089 0.288 -0.849 0.685
H 7.395 2.316 0.390 0.285

No. 7
10
Properties=species:S:1:pos:R:3:mulliken_charge:R:1 method="wB97M-V/def2-TZVPD" energy_ev=-13289.879 total_charge=+1 homo_lumo_gap_ev="5.083 / 8.098" multiplicity=2 largest_force_ev_per_a=5.53 s2=0.75 e_above_lowest_ev=2.213
O 0.008 -0.670 -0.773 -0.294
C 0.823 0.241 -0.197 0.646
O 1.822 0.638 -0.750 -0.449
Ag 3.638 0.433 -2.631 0.931
O 0.365 0.673 0.942 -0.255
C -0.937 0.268 1.269 -0.257
H -1.720 0.660 0.614 0.282
H -1.011 -0.045 2.311 0.370
C -1.089 -0.967 -0.044 -0.309
H -1.898 -1.232 -0.739 0.334

No. 8
99
Properties=species:S:1:pos:R:3:mulliken_charge:R:1 method="wB97M-V/def2-TZVPD" energy_ev=-146986.897 total_charge=+1 homo_lumo_gap_ev=7.587 largest_force_ev_per_a=2.26 e_above_lowest_ev=0.057
Zn -0.403 -0.158 -0.052 1.118
N 7.083 2.588 -1.765 -0.501
C 6.086 1.671 -1.614 1.182
C 5.190 1.412 -2.645 -1.039
C 4.210 0.456 -2.431 -0.061
C 4.004 0.021 -1.138 -0.382
C 4.880 0.318 -0.064 -0.852
C 5.959 1.093 -0.338 -0.681
S 2.905 -1.312 -0.866 1.270
O 3.566 -2.350 -0.133 -0.664
O 2.350 -1.723 -2.140 -0.936
N 1.650 -0.663 0.017 -0.380
C 1.636 -0.885 1.367 1.069
N 2.722 -1.174 2.117 -0.400
C 2.453 -1.392 3.401 -0.466
C 1.182 -1.350 4.008 -1.231
C 0.141 -0.933 3.178 -0.241
N 0.397 -0.694 1.867 0.173
H 7.360 2.870 -2.679 0.226
H 7.813 2.582 -1.067 0.203
H 5.308 1.907 -3.593 0.402
H 3.555 0.059 -3.236 0.454
H 4.676 -0.111 0.924 0.386
H 6.728 1.278 0.394 0.288
H 3.339 -1.598 3.974 0.594
H 1.056 -1.638 5.028 0.488
H -0.916 -0.741 3.487 0.536
C -2.938 2.637 -0.723 -0.564
C -3.568 1.551 0.165 -1.395
P -2.989 -0.160 -0.077 0.993
C -3.802 -0.922 1.330 -0.275
C -3.047 -1.823 2.097 -0.076
C -3.519 -2.251 3.359 -0.700
C -4.853 -2.017 3.699 -0.684
C -5.641 -1.284 2.814 -0.877
C -5.127 -0.712 1.686 -0.012
C -3.964 -0.668 -1.548 0.681
C -3.743 0.040 -2.755 -0.352
C -4.629 -0.059 -3.794 -0.522
C -5.784 -0.831 -3.679 -0.626
C -5.995 -1.534 -2.490 -0.597
C -5.110 -1.440 -1.412 -0.573
C -1.780 3.369 -0.053 -1.121
P -0.151 2.526 0.022 1.354
C 0.817 3.443 1.226 -0.281
C 0.720 4.842 1.322 -0.184
C 1.518 5.580 2.245 -0.772
C 2.423 4.900 3.033 -0.469
C 2.465 3.500 2.980 -0.764
C 1.769 2.799 2.030 0.166
C 0.576 3.079 -1.529 0.163
C -0.057 2.857 -2.771 0.142
C 0.482 3.361 -3.959 -0.951
C 1.722 3.988 -3.913 -0.513
C 2.424 4.117 -2.703 -0.864
C 1.852 3.646 -1.550 -0.447
H -3.690 3.403 -0.993 0.432
H -2.698 2.239 -1.690 -0.019
H -4.651 1.538 0.034 0.594
H -3.380 1.815 1.219 0.549
H -2.109 -2.250 1.691 0.208
H -2.830 -2.787 4.020 0.449
H -5.251 -2.419 4.642 0.405
H -6.727 -1.213 3.029 0.367
H -5.695 -0.044 1.057 0.458
H -2.843 0.606 -2.928 0.273
H -4.449 0.505 -4.721 0.408
H -6.594 -0.830 -4.433 0.342
H -6.790 -2.243 -2.345 0.426
H -5.317 -2.002 -0.489 0.464
H -2.163 3.616 0.975 0.454
H -1.610 4.297 -0.610 0.651
H 0.057 5.419 0.600 0.187
H 1.361 6.653 2.403 0.399
H 3.003 5.426 3.809 0.351
H 3.106 3.028 3.673 0.492
H 1.936 1.744 1.932 0.424
H -0.974 2.258 -2.799 0.193
H -0.039 3.282 -4.917 0.440
H 2.125 4.365 -4.837 0.431
H 3.393 4.605 -2.692 0.466
H 2.457 3.693 -0.658 0.356
C 2.610 -5.478 -0.778 -1.307
C 1.288 -5.034 -0.305 1.200
C 0.583 -5.655 0.708 -1.090
C -0.766 -5.329 0.945 0.855
N -1.341 -4.281 0.330 -0.422
C -0.582 -3.584 -0.501 0.044
S -1.215 -2.178 -1.331 -0.352
N 0.709 -3.934 -0.857 0.251
C -1.603 -6.068 1.926 -1.115
H 2.802 -6.487 -0.364 0.424
H 3.361 -4.748 -0.409 0.252
H 2.585 -5.477 -1.874 0.350
H 1.069 -6.443 1.337 0.327
H 1.275 -3.283 -1.426 0.032
H -2.065 -6.976 1.471 0.268
H -2.393 -5.405 2.354 0.245
H -0.942 -6.409 2.748 0.405

No. 9
29
Properties=species:S:1:pos:R:3:mulliken_charge:R:1 method="wB97M-V/def2-TZVPD" energy_ev=-20784.995 total_charge=-1 homo_lumo_gap_ev=9.515 largest_force_ev_per_a=3.29 e_above_lowest_ev=1.522
O 0.570 0.968 -1.406 -0.654
H 0.353 1.912 -1.368 0.397
H 0.774 -0.664 -2.998 0.304
O 2.802 2.248 0.694 -0.662
H 1.985 1.809 0.920 0.210
H -0.288 2.063 0.746 0.267
O -0.070 -1.064 -3.110 -0.623
H 3.080 2.424 -0.176 0.274
H -0.655 -0.329 -2.968 0.319
O -2.503 0.593 -3.195 -0.689
H 0.383 -1.516 0.880 0.243
H 0.863 0.698 1.772 0.308
O 0.054 -2.413 1.027 -0.628
H -1.465 -1.870 -1.555 0.331
H -2.471 1.038 -2.343 0.349
O -1.662 -0.807 3.082 -0.701
H -0.901 -0.529 2.429 0.336
H -2.402 -1.020 2.539 0.279
O 2.656 -0.957 1.820 -0.653
H 1.995 -0.805 1.039 0.365
H 3.407 -0.426 1.568 0.291
O -2.177 -2.003 -0.943 -0.633
H -1.575 -2.602 -0.415 0.299
H 0.230 -2.549 1.947 0.324
O 0.330 0.221 1.198 -0.882
H 0.265 0.724 -0.467 0.241
O -0.266 3.036 0.830 -0.632
H -2.138 -0.326 -2.960 0.281
H 0.555 3.126 1.335 0.341

No. 10
8
Properties=species:S:1:pos:R:3:mulliken_charge:R:1 method="wB97M-V/def2-TZVPD" energy_ev=-5112.930 homo_lumo_gap_ev=9.215 largest_force_ev_per_a=2.02 e_above_lowest_ev=6.031
C -1.316 0.577 0.712 -0.327
C 0.981 -1.073 0.664 -0.319
N -0.619 0.284 -0.330 -0.140
N 0.745 -0.141 -0.141 -0.105
H -2.360 1.002 0.546 0.176
H 2.040 -1.100 0.787 0.171
H -0.746 0.159 -1.358 0.269
H 1.276 0.291 -0.879 0.276

No. 11
19
Properties=species:S:1:pos:R:3:mulliken_charge:R:1 method="wB97M-V/def2-TZVPD" energy_ev=-11382.747 total_charge=+2 homo_lumo_gap_ev="9.759 / 5.730" multiplicity=2 largest_force_ev_per_a=1.18 s2=0.76 e_above_lowest_ev=0.000
C -0.409 1.470 1.733 -1.011
C -0.776 0.823 0.484 0.541
C -2.024 0.699 -0.207 -0.296
N -1.746 0.209 -1.427 0.006
C -0.418 -0.073 -1.517 -0.111
N 0.154 0.261 -0.363 0.202
H 0.327 0.857 2.274 0.363
H -1.264 1.580 2.386 0.390
H 0.078 2.445 1.518 0.361
H -3.048 0.888 0.110 0.436
H -2.451 0.309 -2.159 0.332
H 0.084 -0.567 -2.339 0.429
H 1.116 0.019 -0.108 0.333
H 3.104 -1.096 -1.939 0.303
H 3.859 -0.777 -0.646 0.316
O 2.980 -0.833 -1.019 -0.623
H 1.280 -2.209 1.350 0.309
H 0.532 -2.243 2.609 0.311
O 0.678 -1.659 1.867 -0.592

No. 12
21
Properties=species:S:1:pos:R:3:mulliken_charge:R:1 method="wB97M-V/def2-TZVPD" energy_ev=-12225.685 total_charge=+2 homo_lumo_gap_ev=9.163 smiles="NC1=C([NH3+])N(N)CN1[NH3+]" largest_force_ev_per_a=4.16 e_above_lowest_ev=3.382
C 0.565 -0.658 -0.211 -0.296
C -0.714 -0.782 0.207 0.407
C -0.139 1.427 0.571 -0.564
N 0.921 0.698 -0.235 0.197
N -1.313 0.582 0.415 -0.285
N 1.679 -1.549 -0.357 -0.202
N -1.561 -1.827 0.441 -0.507
N 2.257 0.810 0.151 -0.796
N -2.015 1.114 -0.835 -0.252
H 0.048 1.447 1.689 0.404
H -0.387 2.416 0.281 0.418
H 2.518 -0.950 -0.196 0.445
H 1.552 -2.306 0.437 0.453
H -1.385 -2.688 -0.176 0.269
H -2.279 -1.971 1.134 0.246
H 2.213 0.983 1.136 0.253
H 2.661 1.646 -0.181 0.268
H 1.920 -2.059 -1.299 0.416
H -2.313 1.986 -0.254 0.428
H -2.749 0.408 -0.992 0.341
H -1.480 1.272 -1.726 0.358